(1)
The following is a DFT calculation (ωB97M-V/def2-TZVPD) of C20H50F6N5O9S2Ti as an isolated structure.

Values from the calculation:
HOMO (spin up / spin down) = -4.76 / -9.16 eV
net charge = 0
energy relative to the best compared isomer or geometry (same formula, charge and spin) = 166.5 kJ/mol
gap between HOMO and LUMO (spin up / spin down) = 0.1717 / 0.3328 Ha
multiplicity = 4

Positions of all 93 atoms, in Å:
Ti1 4.007 10.856 -14.698
C1 3.516 7.512 -16.623
F1 4.255 6.473 -17.035
F2 4.035 8.607 -17.023
F3 2.208 7.498 -17.142
S1 3.282 7.484 -14.626
O1 2.547 6.227 -14.356
O2 4.659 7.571 -14.082
N1 2.533 9.051 -14.361
S2 1.217 8.744 -13.808
O3 0.450 7.990 -14.747
O4 1.240 8.298 -12.360
C2 0.384 10.480 -13.658
F4 0.349 11.079 -14.867
F5 -0.867 10.349 -13.206
F6 1.196 11.246 -12.814
C3 7.434 8.815 -10.195
C4 6.140 8.223 -10.773
C5 5.946 6.780 -10.348
O5 6.449 6.580 -8.962
C6 5.894 5.474 -8.251
N2 5.071 8.848 -10.052
H1 7.391 8.695 -9.113
H2 7.519 9.811 -10.628
H3 8.378 8.343 -10.469
H4 5.987 8.242 -11.852
H5 6.561 6.141 -10.982
H6 4.908 6.489 -10.511
H7 6.005 4.515 -8.759
H8 4.832 5.571 -8.026
H9 6.383 5.487 -7.277
H10 5.248 8.583 -9.094
H11 4.176 8.401 -10.191
C7 -1.684 13.817 -13.851
C8 -0.816 14.716 -12.966
C9 -1.126 14.546 -11.441
O6 -2.546 14.796 -11.242
C10 -2.859 14.651 -9.895
N3 0.541 14.597 -13.297
H12 -2.736 13.780 -13.568
H13 -1.379 12.816 -13.545
H14 -1.395 13.929 -14.896
H15 -1.170 15.710 -13.239
H16 -0.486 15.195 -10.843
H17 -0.745 13.560 -11.174
H18 -2.971 13.604 -9.616
H19 -3.859 14.996 -9.632
H20 -2.128 14.994 -9.163
H21 0.990 14.365 -12.423
H22 0.738 13.821 -13.914
C11 4.957 12.271 -10.564
C12 4.350 12.034 -11.896
C13 4.657 13.310 -12.687
O7 3.969 13.269 -13.922
C14 4.328 14.362 -14.789
N4 5.064 10.948 -12.481
H23 4.548 13.139 -10.048
H24 6.017 12.510 -10.656
H25 4.779 11.444 -9.877
H26 3.285 11.871 -11.734
H27 5.733 13.352 -12.861
H28 4.475 14.216 -12.108
H29 3.449 14.587 -15.394
H30 5.195 14.251 -15.440
H31 4.391 15.331 -14.294
H32 4.740 10.244 -11.833
H33 6.061 11.043 -12.349
C15 7.929 9.833 -16.914
C16 7.204 10.160 -15.546
C17 8.192 10.637 -14.494
O8 8.984 9.506 -14.222
C18 9.949 9.781 -13.147
N5 6.235 11.226 -15.778
H34 8.062 10.640 -17.635
H35 7.295 9.294 -17.619
H36 8.890 9.339 -16.771
H37 6.703 9.276 -15.151
H38 7.718 11.041 -13.599
H39 8.821 11.416 -14.924
H40 10.748 9.042 -13.077
H41 9.499 9.743 -12.155
H42 10.454 10.741 -13.253
H43 6.117 11.176 -16.780
H44 6.610 12.156 -15.657
C19 1.313 12.313 -17.611
C20 2.197 11.116 -17.928
O9 3.493 11.302 -17.416
H45 1.381 12.735 -16.608
H46 0.317 12.053 -17.969
H47 1.648 13.151 -18.222
H48 2.101 10.835 -18.977
H49 1.790 10.282 -17.357
H50 3.881 10.967 -18.228

=====

(2)
The following is a DFT calculation (ωB97M-V/def2-TZVPD) of C20H50F6N5O9S2Ti as an isolated structure.

Values from the calculation:
HOMO (spin up / spin down) = -4.71 / -9.11 eV
net charge = 0
energy relative to the best compared isomer or geometry (same formula, charge and spin) = 18.7 kJ/mol
gap between HOMO and LUMO (spin up / spin down) = 0.1791 / 0.3388 Ha
multiplicity = 4

Positions of all 93 atoms, in Å:
Ti1 -0.293 0.430 0.040
C1 3.473 0.391 0.820
F1 4.565 1.069 1.299
F2 2.821 1.084 -0.189
F3 3.869 -0.759 0.416
S1 2.352 0.116 2.361
O1 3.118 -0.719 3.241
O2 1.908 1.438 2.902
N1 0.994 -0.685 1.482
S2 1.032 -2.095 2.185
O3 1.971 -3.017 1.579
O4 0.983 -2.037 3.633
C2 -0.689 -2.840 1.640
F4 -1.686 -2.172 2.211
F5 -0.800 -2.879 0.276
F6 -0.711 -4.125 1.996
C3 2.037 -4.393 -2.543
C4 1.051 -3.750 -3.466
C5 0.284 -4.746 -4.325
O5 1.216 -5.648 -4.972
C6 0.749 -6.972 -5.303
N2 0.210 -2.886 -2.602
H1 2.716 -3.735 -2.000
H2 2.620 -5.173 -3.032
H3 1.606 -5.003 -1.749
H4 1.590 -3.150 -4.199
H5 -0.273 -4.295 -5.145
H6 -0.341 -5.327 -3.647
H7 0.144 -7.375 -4.490
H8 1.559 -7.617 -5.642
H9 0.126 -6.904 -6.195
H10 -0.714 -2.770 -2.993
H11 -0.104 -3.468 -1.839
C7 1.506 4.123 4.910
C8 0.956 5.308 4.058
C9 2.034 6.466 3.670
O6 2.652 6.894 4.853
C10 3.180 8.220 4.851
N3 0.386 4.723 2.894
H12 2.269 3.489 4.458
H13 0.662 3.534 5.267
H14 2.072 4.651 5.677
H15 0.105 5.626 4.661
H16 1.407 7.183 3.140
H17 2.820 6.094 3.012
H18 3.798 8.357 3.963
H19 3.754 8.431 5.754
H20 2.352 8.929 4.850
H21 0.060 5.408 2.228
H22 1.026 4.147 2.365
C11 1.526 0.494 -4.304
C12 0.792 0.752 -2.983
C13 -0.724 0.771 -3.143
O7 -1.391 1.361 -2.014
C14 -1.180 2.799 -1.957
N4 1.225 -0.229 -1.936
H23 0.982 1.003 -5.100
H24 1.487 -0.553 -4.605
H25 2.580 0.770 -4.262
H26 1.051 1.765 -2.673
H27 -0.936 -0.297 -3.177
H28 -1.193 1.224 -4.017
H29 -1.719 3.258 -2.786
H30 -0.152 3.160 -1.949
H31 -1.707 3.183 -1.084
H32 2.167 -0.147 -1.582
H33 1.030 -1.138 -2.330
C15 -2.116 1.657 4.186
C16 -1.911 1.008 2.828
C17 -3.222 0.668 2.127
O8 -2.900 0.243 0.772
C18 -4.006 -0.224 -0.034
N5 -1.150 1.955 2.055
H34 -2.300 2.719 4.026
H35 -1.261 1.671 4.862
H36 -2.914 1.100 4.676
H37 -1.275 0.148 3.034
H38 -3.832 1.571 2.121
H39 -3.676 -0.014 2.846
H40 -3.632 -0.520 -1.014
H41 -4.896 0.395 0.086
H42 -4.154 -1.187 0.454
H43 -1.468 2.912 2.011
H44 -0.377 2.076 2.693
C19 -2.753 -4.767 -1.860
C20 -3.289 -3.338 -2.054
O9 -2.731 -2.932 -3.302
H45 -1.668 -4.793 -1.955
H46 -3.095 -5.355 -2.712
H47 -3.205 -5.298 -1.021
H48 -2.795 -2.729 -1.297
H49 -4.377 -3.366 -2.001
H50 -3.253 -3.350 -3.990

=====

(3)
The following is a DFT calculation (ωB97M-V/def2-TZVPD) of a 16-piece molecular cluster, C20H50INO18S overall.

Values from the calculation:
HOMO = -8.23 eV
net charge = 0
gap between HOMO and LUMO = 0.2833 Ha
multiplicity = 1

Positions of all 91 atoms, in Å:
C1 0.827 -2.829 0.089
C2 1.772 -3.212 -1.137
O1 2.775 -2.466 -1.342
O2 1.517 -4.318 -2.035
C3 0.766 -3.662 -3.136
C4 -0.225 -4.657 -3.904
C5 -1.772 -4.465 -3.542
C6 -2.079 -4.346 -1.970
C7 -3.265 -3.351 -1.589
C8 -4.477 -3.931 -0.712
C9 -5.742 -3.100 -0.227
C10 -5.806 -1.557 -0.595
C11 -4.600 -0.942 -1.431
C12 -3.337 -1.797 -1.960
N1 -2.276 -1.161 -2.755
C13 -1.739 0.063 -2.133
C14 -0.180 0.182 -1.982
C15 0.385 1.463 -1.319
C16 -0.575 2.608 -0.864
C17 -2.138 2.518 -1.011
C18 -3.125 3.691 -0.504
C19 -3.070 3.608 1.117
O3 -2.736 4.574 1.846
I1 -3.545 1.708 2.137
C20 -2.696 1.222 -1.643
S1 -4.524 0.871 -1.875
H1 0.088 -1.972 -0.157
H2 0.206 -3.688 0.509
H3 1.512 -2.393 0.911
H4 0.267 -2.746 -2.670
H5 1.582 -3.253 -3.849
H6 0.175 -5.722 -3.768
H7 -0.124 -4.424 -5.034
H8 -2.314 -5.420 -3.910
H9 -2.278 -3.603 -4.115
H10 -1.179 -4.067 -1.323
H11 -2.415 -5.395 -1.614
H12 -4.402 -5.039 -0.415
H13 -6.547 -3.612 0.393
H14 -6.657 -0.841 -0.299
H15 -1.543 -1.819 -3.046
H16 0.452 -0.693 -2.339
H17 1.508 1.581 -1.165
H18 -0.090 3.516 -0.378
H19 -4.194 3.502 -0.859
H20 -2.704 4.716 -0.793
O4 5.732 -3.034 -0.509
H21 6.302 -3.237 -1.262
H22 4.929 -2.676 -0.913
O5 1.498 3.002 1.647
H23 1.729 2.527 2.460
H24 0.737 3.540 1.899
O6 2.711 5.111 3.272
H25 2.539 6.028 3.026
H26 2.338 4.598 2.539
O7 4.827 6.174 5.387
H27 4.655 7.092 5.141
H28 4.452 5.661 4.654
O8 7.514 5.178 3.820
H29 7.743 4.706 4.629
H30 6.752 5.718 4.073
O9 -6.132 -3.139 -3.848
H31 -6.193 -2.213 -4.114
H32 -5.802 -3.096 -2.944
O10 -0.817 2.219 4.756
H33 -1.370 2.581 4.052
H34 -1.449 1.838 5.377
O11 -7.399 -5.917 0.576
H35 -8.295 -5.706 0.284
H36 -7.528 -6.575 1.270
O12 -3.295 6.771 -1.196
H37 -3.348 7.699 -1.458
H38 -2.966 6.801 -0.288
O13 5.358 4.491 1.736
H39 6.267 4.696 1.996
H40 5.394 3.562 1.479
O14 6.905 6.840 7.536
H41 7.478 6.068 7.459
H42 6.358 6.806 6.739
O15 -1.999 -1.785 1.047
H43 -2.484 -1.064 1.470
H44 -2.447 -1.900 0.197
O16 6.229 -0.033 -0.164
H45 6.106 -0.991 -0.086
H46 6.690 0.075 -1.005
O17 2.576 0.258 2.576
H47 2.437 -0.692 2.662
H48 3.015 0.354 1.721
O18 3.913 -4.667 -3.973
H49 3.810 -3.908 -3.384
H50 3.055 -5.105 -3.941

=====

Number 1: maximum force 9.65 eV/Å, electronic energy -108510.6988 eV. Number 2: maximum force 3.46 eV/Å, electronic energy -108512.2302 eV. Number 3: maximum force 5.39 eV/Å, electronic energy -78822.2772 eV.